74
Properties=species:S:1:pos:R:3:mulliken_charge:R:1 method="wB97M-V/def2-TZVPD" multiplicity=2 total_charge=+1 homo_lumo_gap_ha="0.2037 / 0.1560" total_energy_ev=-70669.57046
Ce -0.0318 2.3002 -1.5638 0.122
Cl 1.4676 -4.5552 0.0547 -0.100
P -2.0729 -1.9904 0.0400 0.972
P 1.8648 -1.6508 -0.4652 1.017
C -0.6890 -1.3816 3.7150 0.602
C -1.5323 2.2683 -3.2947 -0.260
C -2.7990 -0.0358 3.1258 -1.429
C -0.9974 1.5504 -4.5251 -0.743
C 0.3972 -1.4352 -1.5404 0.869
C -3.0771 -0.6006 -0.6293 -1.183
C -0.1061 4.4580 -3.3726 -0.749
C 1.2528 4.2331 -2.6611 -0.702
C 1.8629 2.8656 -2.7798 -0.902
C -1.3329 -2.7032 3.8525 -1.423
C 3.1958 -2.0949 -1.5793 -1.582
C -0.8924 -2.2904 -1.3588 -1.695
C 0.8804 0.3029 3.6780 -0.300
C 1.2316 1.7694 -3.3910 0.253
C -0.6467 2.2771 2.9850 -1.705
C 2.1628 1.0177 3.8380 -1.230
C 1.6871 -2.9473 0.7848 0.203
C -3.2284 -3.3473 -0.5033 -1.471
C 0.6853 -1.0935 3.8957 0.806
C -0.3783 0.8605 3.3241 0.902
C 0.5129 1.8053 -4.7399 -1.120
C -1.3522 -0.1689 3.3743 0.502
C 2.4528 -0.1570 0.3442 -0.967
C -1.2525 3.5935 -2.9185 -0.410
C 1.7127 -2.0867 4.2672 -1.215
H 0.1302 -0.3529 -1.5637 -1.408
H 1.7929 0.2242 1.1460 -0.177
H -1.1840 0.4731 -4.4269 0.217
H 1.3767 -2.7137 5.1060 0.416
H -3.3967 -0.8433 -1.6522 0.511
H 0.7508 -1.6734 -2.5698 0.745
H -0.6300 -3.3607 -1.3047 0.515
H -1.3237 -3.2558 2.8963 0.118
H -3.3848 -0.4162 3.9741 0.394
H 2.9187 2.8121 -2.4885 0.444
H 1.9964 2.0956 3.9353 0.436
H -0.8084 -3.3156 4.5998 0.399
H 0.9428 1.0206 -5.3871 0.445
H 2.6867 0.6694 4.7365 0.437
H 3.1406 -1.4382 -2.4656 0.439
H -2.6697 -4.2685 -0.7319 0.435
H 2.6484 -1.5951 4.5549 0.322
H 1.9391 -2.7662 3.4335 0.086
H -1.6002 1.8333 -5.4004 0.360
H 3.3989 -0.4051 0.8288 0.570
H 2.5923 -2.9459 1.4032 0.478
H -3.7888 -3.0511 -1.4047 0.393
H -1.5243 -2.1352 -2.2599 0.591
H 0.6736 2.7504 -5.2930 0.270
H -1.9705 4.1180 -2.2499 0.392
H -3.1037 -0.6017 2.2335 0.163
H -2.3840 -2.5987 4.1571 0.350
H -3.0823 1.0123 2.9703 0.395
H -1.1157 2.8204 3.8217 0.336
H 0.2766 2.8081 2.7218 0.376
H -2.4915 0.3304 -0.6009 -0.037
H -3.9646 -3.6027 0.2740 0.389
H 4.1417 -1.9176 -1.0632 0.446
H 0.0658 4.4264 -4.4468 0.238
H -0.4338 5.4853 -3.1453 0.450
H -2.3924 1.8148 -2.7467 0.440
H 1.5472 0.7477 -3.0787 0.437
H 2.6393 0.6438 -0.3946 0.450
H 2.8335 0.8625 2.9801 0.085
H -1.3346 2.3479 2.1314 0.315
H -3.9682 -0.4546 -0.0010 0.527
H 0.8252 -2.7359 1.4236 -0.423
H 3.1111 -3.1484 -1.8799 0.428
H 1.1938 4.5988 -1.6094 0.219
H 1.9516 4.9384 -3.1194 0.531

---

80
Properties=species:S:1:pos:R:3:mulliken_charge:R:1 method="wB97M-V/def2-TZVPD" multiplicity=3 total_charge=-1 de_lowest_kcal_mol=61.3 homo_lumo_gap_ha="0.1943 / 0.2135" total_energy_ev=-97083.77392
Te 0.0730 3.8258 1.8512 1.810
V 1.5351 1.5510 -0.6403 -0.986
Cl 2.6175 0.1803 -2.1108 -0.580
P 0.0721 -0.5747 0.1262 0.368
F -0.6090 5.3995 2.6954 -0.364
F 0.1568 4.8410 0.2165 -0.429
F -1.7086 3.3716 1.3265 -0.429
F 1.8586 4.3627 2.2833 -0.431
F -0.1233 2.8650 3.4907 -0.445
O 0.7169 2.2523 1.0618 -0.119
C 0.0028 -2.4282 2.3346 -0.695
C 0.0833 -3.3097 -0.8953 -0.490
C 3.2138 2.4085 -0.0020 -1.036
C 3.0369 3.3832 -2.3858 -0.884
C -1.7654 -0.3848 0.4627 0.352
C -2.6241 -1.6494 0.3858 -0.398
C 0.8525 -1.3689 1.6224 -0.214
C 1.3521 -0.3424 2.6525 0.228
C -4.1099 -1.2877 0.4714 -1.011
C -0.7005 -1.4421 -2.4526 -0.220
C 0.0633 2.2332 -1.5104 0.746
C 1.5328 -2.2434 4.3647 -0.740
C -3.4947 0.7390 1.9022 -0.652
C -2.0222 0.3089 1.8021 0.180
C 0.9567 2.9840 -3.7659 -0.557
C 0.8641 -3.1823 3.3537 -1.043
C 2.3397 3.2173 -1.0667 0.139
C 2.1238 3.9399 -3.4869 -0.900
C -0.3826 -2.3180 -3.6729 -0.884
C 0.3927 -4.1957 -2.1088 -1.029
C -0.1273 3.1107 -2.6782 -1.038
C 2.2110 -1.0294 3.7204 -0.969
C -4.4514 -0.4400 1.7017 -0.832
C 0.1986 -1.8293 -1.2674 0.125
C -0.4151 -3.8184 -3.3556 -0.695
H -1.4591 -4.1320 -3.2129 0.289
H -1.7594 -1.5659 -2.1820 0.193
H 2.7139 4.0960 -4.4022 0.417
H -2.3622 -2.3182 1.2183 0.218
H 0.2405 -3.9174 3.8770 0.396
H 0.7780 -1.8925 5.0795 0.310
H -0.5670 -0.3794 -2.7091 -0.191
H 1.9353 0.4586 2.1753 -0.329
H 0.5151 3.2573 -4.7358 0.437
H 1.7414 -1.8593 1.1821 0.911
H -4.7053 -2.2079 0.4745 0.421
H 0.2093 -5.2420 -1.8444 0.412
H -0.9304 -3.5336 -0.5274 0.162
H -4.4235 -1.0743 2.5974 0.325
H 1.4652 -4.1032 -2.3351 0.397
H 1.7461 4.9248 -3.1685 0.317
H 3.9060 4.0556 -2.2493 0.308
H -0.9072 1.8685 -1.1312 0.347
H 1.3050 1.9436 -3.8392 0.200
H 3.4621 2.4152 -2.6990 0.252
H -5.4771 -0.0640 1.6130 0.425
H 1.6368 -3.7419 2.8089 0.381
H -4.3826 -0.7290 -0.4335 0.371
H 0.4946 0.1646 3.1210 0.206
H 1.2411 -1.6689 -1.5992 0.562
H -0.0351 -4.3799 -4.2138 0.375
H 1.8757 4.1201 -0.6741 0.697
H 3.2606 2.8698 0.9792 0.227
H 4.1919 2.0963 -0.3838 0.395
H -0.2266 4.1606 -2.3335 0.319
H -2.4410 -2.2090 -0.5380 0.112
H -3.6842 1.5108 1.1435 0.336
H 0.7816 -3.5605 -0.0838 0.171
H -3.6630 1.2067 2.8815 0.415
H 2.2747 -2.8073 4.9409 0.423
H 0.6175 -2.0478 -4.0433 0.335
H -0.8336 -1.9396 2.8562 0.179
H -1.7946 -0.3827 2.6277 0.156
H -1.3709 1.1809 1.9277 -1.046
H -1.0952 -2.0933 -4.4739 0.419
H 3.1484 -1.3505 3.2476 0.382
H 2.4768 -0.2978 4.4929 0.419
H -1.1080 2.8838 -3.1397 0.335
H -2.0729 0.3023 -0.3479 0.634
H -0.4385 -3.1470 1.6300 0.102

---

74
Properties=species:S:1:pos:R:3:mulliken_charge:R:1 method="wB97M-V/def2-TZVPD" total_charge=+1 de_lowest_kcal_mol=0.0 homo_lumo_gap_ha="0.1254 / 0.1263" total_energy_ev=-62916.74044
In 2.0943 -0.6410 1.1717 1.017
Cl -0.7281 -2.1414 0.9462 -0.345
P -0.4778 1.2251 -2.7453 0.833
P 1.1640 -1.5388 -2.1948 0.532
C -1.4121 1.5435 3.7081 -1.223
C 3.0376 -1.4928 -1.5343 -0.556
C -2.2434 -1.5137 3.8531 -1.442
C 2.1342 -1.4967 3.1711 -1.400
C 1.1496 -0.8914 -3.9301 -1.171
C 4.8390 -1.1897 0.2669 -1.225
C 3.4231 -1.7412 -0.1043 -0.483
C 3.5495 0.9687 0.9078 -0.184
C -2.1472 1.2781 -3.5400 -1.467
C 2.6788 1.1178 -0.2015 -0.713
C -0.0626 -0.5477 0.6255 0.300
C -4.4114 0.6048 1.6881 0.643
C -3.4739 1.5724 2.1404 0.462
C -2.9207 -0.4560 3.0792 0.763
C -5.5405 0.8310 0.7624 -1.500
C -4.7572 -1.9236 1.9957 -1.584
C 3.7338 -0.2723 -2.1694 -1.274
C 4.9077 0.2798 0.7415 -0.696
C 3.2435 1.0531 -1.6167 -0.231
C -2.5505 0.9172 3.0034 0.147
C -4.0541 -0.6491 2.2431 1.018
C 0.5393 0.5229 -4.1268 -1.185
C -0.1564 3.0392 -2.9071 -1.375
C 0.9768 -3.3479 -2.3361 -1.481
C -3.4703 3.0094 1.7973 -1.699
H -6.4977 0.5743 1.2378 0.372
H 0.0166 3.3145 -3.9590 0.401
H 3.5403 1.7556 1.6740 0.489
H -2.9449 -2.0039 4.5422 0.459
H 2.4723 1.4464 -2.2862 -0.189
H -0.1500 0.4836 -4.9772 0.647
H 4.8191 -0.3794 -2.0303 0.411
H -4.6174 -2.2534 0.9552 0.334
H -1.4106 -1.1046 4.4347 0.376
H 3.5570 -0.2669 -3.2575 0.494
H 5.1977 -1.8073 1.0983 0.441
H -2.8495 1.6593 -2.7860 0.367
H -0.5169 0.9035 3.6713 0.223
H -0.2734 -0.2820 -0.4171 -0.481
H 3.3608 -2.3666 -2.1266 0.707
H 5.5693 0.8673 0.0864 0.325
H 0.0316 -3.5395 -2.8590 0.426
H 3.3590 -2.8087 0.1709 0.731
H 2.1729 -0.8938 -4.3366 0.554
H -2.1420 1.9512 -4.4083 0.388
H 0.5452 -1.6321 -4.4861 0.499
H -3.9431 3.1769 0.8227 0.408
H 1.1326 -1.5070 3.6126 0.161
H -5.4529 0.2099 -0.1417 0.339
H -1.6436 1.7230 4.7702 0.368
H 4.0737 1.7683 -1.7074 0.572
H -1.0473 3.5577 -2.5191 0.433
H 1.3183 1.2559 -4.3791 0.403
H 2.5169 -2.5255 3.1394 0.369
H -4.0168 3.6159 2.5361 0.310
H -1.8382 -2.2947 3.1948 0.292
H 1.8168 -3.7793 -2.8915 0.412
H -4.3772 -2.7140 2.6520 0.407
H -5.8403 -1.8294 2.1629 0.391
H -2.4452 3.3958 1.7529 0.398
H -0.5726 0.1850 1.2579 -0.129
H 5.5625 -1.3453 -0.5440 0.321
H 5.3883 0.2837 1.7298 0.427
H 2.8028 -0.8959 3.8000 0.376
H -1.1597 2.5119 3.2591 0.345
H -2.4352 0.2642 -3.8388 0.394
H 1.7965 1.7680 -0.1316 0.560
H 0.9351 -3.7734 -1.3261 0.287
H 0.7130 3.3313 -2.3016 0.307
H -5.5886 1.8797 0.4545 0.391

---

76
Properties=species:S:1:pos:R:3:mulliken_charge:R:1 method="wB97M-V/def2-TZVPD" total_charge=+1 de_lowest_kcal_mol=107.2 homo_lumo_gap_ha="0.1997 / 0.1812" total_energy_ev=-54231.57658
La -0.9334 -0.0282 -2.4584 0.223
P 1.2641 -3.0877 -0.1004 0.798
P 2.1672 2.1941 0.8219 0.898
F 0.5177 -1.4737 4.3761 -0.226
F 1.2244 0.5109 4.9926 -0.226
F 2.2565 -0.5687 3.3901 -0.180
C -3.5806 -1.7455 -1.2598 -0.750
C -2.3073 1.5813 -0.0864 0.112
C 2.5407 3.6966 -0.1758 -1.380
C 0.2112 -4.4734 -0.6925 -1.243
C 1.1680 -1.2837 -4.7013 -0.876
C 2.0123 -0.1993 -3.9495 -1.221
C -1.8985 0.7382 0.9790 0.791
C -2.0559 3.0386 -0.2147 -1.518
C -3.0799 0.7890 -0.9932 -0.018
C 2.0147 3.0367 2.4515 -1.161
C 0.2766 1.6046 -3.4121 -0.170
C -3.5606 1.2463 -2.3331 -1.164
C -3.0275 -0.5681 -0.5349 0.086
C -2.1132 -1.7636 1.5702 -1.159
C 2.7877 -3.3675 -1.0760 -1.182
C -0.2525 -1.5170 -4.1939 -0.448
C -1.3461 -0.7374 -4.5846 -0.313
C 1.6926 -3.6041 1.5879 -1.098
C -0.1725 1.6432 -4.8651 -1.228
C 1.2494 0.6744 -2.9641 -0.347
C -2.2999 -0.5827 0.6894 0.792
C 3.8924 1.6009 1.0285 -1.266
C -1.2442 1.1622 2.2430 -0.634
C -1.1653 0.5467 -5.3896 -1.181
C 1.0162 -0.2938 3.9138 0.586
H -1.2416 -1.6427 2.2278 -0.089
H 3.9337 0.8754 1.8499 0.294
H 3.1022 -4.4198 -1.0397 0.414
H 2.5336 0.4355 -4.6907 0.389
H -2.3949 -1.1145 -4.4772 1.012
H 2.5941 -3.0683 -2.1187 0.179
H 1.7131 -2.2433 -4.6214 0.498
H 1.1569 -1.0382 -5.7771 0.285
H 1.6471 4.3350 -0.2037 0.360
H 3.3782 4.2498 0.2733 0.431
H 2.9256 3.6182 2.6479 0.431
H 2.8290 -0.7150 -3.4162 0.408
H 4.2115 1.1089 0.1014 0.350
H -0.6457 2.6290 -5.0200 0.383
H -3.3402 -2.6800 -0.7359 0.362
H -0.0019 2.4883 -2.7850 1.044
H -1.9112 0.9985 3.1027 0.453
H -0.3225 0.5915 2.4557 -0.571
H 0.8108 -5.3504 -0.9764 0.417
H 0.7758 -3.9091 2.1072 0.348
H -4.6780 -1.6727 -1.3184 0.291
H 0.7207 1.6363 -5.5131 0.372
H 2.1065 -2.7438 2.1309 0.152
H -1.1507 3.3337 0.3357 0.228
H -1.9177 3.3384 -1.2649 0.328
H 2.4168 -4.4246 1.5762 0.404
H -0.9869 2.2242 2.2256 0.365
H -2.9887 -1.9259 2.2226 0.375
H -0.5149 -4.7441 0.0874 0.380
H 1.1517 3.7157 2.4222 0.359
H -3.9801 0.4210 -2.9299 0.306
H -2.8968 3.6330 0.1827 0.319
H -3.2151 -1.8455 -2.3046 0.007
H -0.4118 -2.5134 -3.7373 0.730
H -0.8286 0.2770 -6.4054 0.504
H 3.5774 -2.7143 -0.6797 0.353
H -0.3480 -4.1141 -1.5722 0.226
H -4.3598 1.9916 -2.2091 0.432
H 4.5566 2.4472 1.2461 0.369
H -2.7814 1.7677 -2.9484 0.424
H 1.8653 2.3051 3.2565 0.180
H 2.8000 3.3929 -1.1986 0.368
H 1.7489 0.8295 -1.9837 0.350
H -2.1595 1.0063 -5.5202 0.317
H -1.9638 -2.6857 0.9911 0.165

---

76
Properties=species:S:1:pos:R:3:mulliken_charge:R:1 method="wB97M-V/def2-TZVPD" total_charge=+3 de_lowest_kcal_mol=0.0 homo_lumo_gap_ha=0.3021 total_energy_ev=-38998.10315
Pt 0.1344 -0.0999 0.4546 2.305
O -0.2474 1.9101 -0.1204 -1.172
O 1.0003 0.0540 -1.5883 -0.689
O -1.4253 -0.5571 -0.8498 -1.215
N -2.0667 -1.4753 -2.8017 0.163
N 0.0638 3.5389 -1.6506 0.136
C 0.5579 0.4602 2.6319 -0.756
C 0.8610 1.2432 4.8023 -1.709
C 2.5035 -2.4060 1.0967 1.758
C -0.0182 -1.7624 1.9566 0.243
C 1.2883 1.4350 -1.9029 -1.232
C 1.5486 2.7396 2.8913 -1.407
C 1.6595 -0.1104 1.9246 -0.484
C -0.5145 -0.4880 2.4363 -0.257
C 0.2935 2.3420 -1.1906 0.966
C 0.7446 4.0836 -2.8409 -1.061
C -1.8132 -1.9350 -4.1758 -0.965
C -0.8880 4.4425 -0.9813 -1.013
C -0.9589 -2.9716 1.9005 2.090
C 2.0813 -3.4581 0.0721 -1.292
C 1.3753 -1.5064 1.5701 0.155
C -0.9162 2.3415 3.3829 -1.593
C -3.4366 -1.7170 -2.3164 -0.947
C 3.0816 -3.0636 2.3712 -1.537
C 3.6275 -1.5557 0.4770 -1.648
C -1.1638 -0.9244 -2.0435 1.137
C -0.3105 -4.1682 2.6195 -1.756
C -1.3582 -3.3743 0.4703 -1.551
C -2.2568 -2.6263 2.6518 -2.014
C 0.4905 1.7415 3.3618 1.970
C 0.2421 -0.6883 -2.5682 -1.522
H 3.9531 -3.6490 2.0762 0.481
H 2.5630 2.3630 3.0323 0.419
H -1.9087 -3.0193 -4.2093 0.367
H 1.7881 3.7804 -2.8762 0.455
H -2.0762 -2.3295 3.6873 0.414
H -2.8388 -1.8509 2.1474 0.355
H -3.5801 -1.2520 -1.3489 0.262
H 1.8659 0.8218 4.8449 0.410
H -0.8237 -1.6554 -4.5233 0.374
H 4.3839 -2.2241 0.0698 0.492
H -2.8785 -3.5188 2.6842 0.479
H -2.5562 -1.4917 -4.8354 0.348
H 0.2228 3.7883 -3.7509 0.350
H 2.9731 -3.9751 -0.2799 0.582
H -0.3401 5.2657 -0.5250 0.385
H 0.2197 -0.1255 -3.4996 0.793
H -1.5356 -0.2994 2.7286 0.643
H 1.6016 -3.0033 -0.7998 -0.056
H -1.5677 4.8388 -1.7332 0.426
H -1.6370 1.6916 3.8814 0.440
H 0.1404 0.5216 5.1892 0.416
H -0.8905 3.2730 3.9464 0.481
H 0.7214 5.1670 -2.7671 0.381
H -0.5300 -3.7446 -0.1242 0.135
H 2.6192 0.3566 1.7753 0.453
H -1.0648 -4.9504 2.6980 0.522
H 1.4039 3.0123 1.8444 0.119
H -1.8424 -2.5474 -0.0500 0.177
H -3.6029 -2.7915 -2.2508 0.384
H 3.4227 -2.3100 3.0843 0.383
H 2.2939 1.6376 -1.5293 0.453
H 2.3830 -3.7252 2.8707 0.302
H 0.7673 -1.6277 -2.7417 0.510
H 1.2899 1.5630 -2.9817 0.608
H -2.0872 -4.1803 0.5559 0.648
H -1.2720 2.5665 2.3768 0.306
H 1.4195 -4.2123 0.4849 0.185
H 0.8323 2.1229 5.4470 0.513
H 4.1321 -0.9288 1.2131 0.451
H 0.5293 -4.5850 2.0719 0.285
H 1.4610 3.6481 3.4853 0.470
H -4.1337 -1.2921 -3.0359 0.415
H -1.4482 3.9016 -0.2282 0.280
H 3.2732 -0.9316 -0.3491 0.195
H 0.0071 -3.9209 3.6341 0.406

---

81
Properties=species:S:1:pos:R:3:mulliken_charge:R:1 method="wB97M-V/def2-TZVPD" total_charge=0 de_lowest_kcal_mol=44.7 homo_lumo_gap_ha=0.3413 total_energy_ev=-72875.30217
S -0.4261 -5.2623 2.7180 1.202
S 0.4298 0.9744 -5.9492 1.197
P 0.1568 1.3703 1.9447 0.453
O -1.4538 1.9433 1.5175 -0.174
O -1.8202 -5.3979 3.0567 -0.695
O 1.6754 0.2679 -6.1262 -0.684
O 0.3308 -4.0761 3.0422 -0.662
O -0.8360 0.4102 -6.3515 -0.681
O 2.5958 3.1936 3.2708 -0.594
N -1.0465 2.7053 -1.3336 -0.660
N 4.1685 2.3594 1.8392 -0.078
C -1.8498 -2.4141 -1.8246 -0.932
C 0.3133 1.5037 -4.2473 -0.456
C -2.5717 -0.6868 0.3766 0.051
C 1.9745 0.9829 2.4111 -0.521
C 0.9946 2.8677 -4.2351 -0.584
C -3.0545 -1.5769 -1.9358 -0.498
C -0.9982 -2.3575 -0.6262 -0.263
C 0.6248 -6.9163 0.9152 -0.799
C 0.5965 2.6132 -6.6555 -0.669
C -0.5053 1.6153 -0.8891 0.010
C 0.3610 -7.7061 2.2006 -0.597
C -3.8650 3.5856 0.9168 -0.797
C -3.4283 -0.7056 -0.8314 -0.437
C -0.5040 -0.2194 2.6779 -1.238
C 3.9638 2.5291 0.3764 -0.901
C -0.2205 -5.6404 0.9788 -0.160
C -0.3938 -1.4781 1.7332 -0.248
C 0.6695 1.5435 0.1382 -0.557
C 0.4959 3.5962 -5.4853 -0.709
C -2.0082 2.7751 2.5422 -0.798
C -3.5754 2.8592 2.3036 -0.516
C 0.4489 -6.6921 3.3349 -0.784
C 2.8841 2.2543 2.5448 0.186
C -1.3555 -1.4697 0.5090 0.748
C 4.8619 3.6073 2.2817 -0.873
H 0.3871 -7.5013 0.0258 0.359
H 3.2077 3.3082 0.0935 0.341
H -4.0544 1.8467 2.3413 0.270
H -0.7422 1.5910 -3.9876 0.171
H -1.5801 -0.1288 3.0055 0.659
H 0.0668 -0.4075 3.6339 0.489
H 2.4832 0.3160 1.6556 0.209
H -1.7914 2.4751 -2.0071 0.396
H -0.6409 -8.1433 2.1662 0.294
H 4.3113 4.5397 1.9754 0.315
H 1.6850 -6.6534 0.8609 0.323
H 1.5694 2.6715 -7.1436 0.351
H -1.5834 -3.0959 -2.6722 0.344
H 1.2713 2.4806 -0.0022 -0.024
H 1.2816 0.6420 -0.1591 0.500
H -0.8954 0.6444 -1.3168 0.162
H -2.9831 4.2630 0.7249 0.239
H 0.6877 -1.6398 1.4718 0.216
H 1.0717 4.5016 -5.6829 0.352
H -3.9158 2.8677 0.0588 0.056
H -0.6893 -2.3854 2.3742 0.074
H 2.0580 0.4547 3.4053 0.527
H -2.9106 -0.0264 1.2029 0.042
H -1.5897 3.8133 2.4401 0.343
H 5.0979 3.5860 3.3790 0.278
H 0.7622 3.4194 -3.3233 0.321
H -1.8617 2.3219 3.5636 0.422
H 2.0806 2.7457 -4.2905 0.343
H -4.3290 -0.0428 -0.8415 0.380
H 0.8004 0.7764 -3.5997 0.387
H 3.7870 1.5239 -0.0903 0.220
H 0.2202 2.5032 2.8321 -0.014
H -0.5459 3.8959 -5.3410 0.302
H 1.4829 -6.3960 3.5188 0.338
H 4.9482 2.8857 -0.0465 0.407
H -0.0123 -7.0385 4.2583 0.415
H 0.2726 -4.8060 0.4855 -0.080
H -0.1952 2.7721 -7.3863 0.371
H 5.8666 3.6377 1.7647 0.340
H -3.9917 3.5085 3.1204 0.385
H 1.0784 -8.5170 2.3322 0.365
H -4.7811 4.2275 0.9606 0.338
H -0.0986 -3.0224 -0.6073 0.356
H -3.7088 -1.5793 -2.8411 0.374
H -1.2102 -5.7940 0.5486 0.459